1.
Entry from OMol25: a structure of composition C9H16ClIMnN2O2P (the ωB97M-V functional and the def2-TZVPD basis).

E_LUMO (alpha / beta), eV: -9.4 / -9.0
Gap between HOMO and LUMO (alpha / beta), hartree: 0.252 / 0.268
<S²>: 6.129

```
! RIJCOSX wB97M-V def2-TZVPD def2/J DEFGRID3
* xyz 2 5
C 1.19380 1.03988 -3.69784
C 0.85964 1.37453 -2.27382
H 1.30254 1.95462 -4.30314
H 0.41837 0.39757 -4.13449
H 2.14169 0.48616 -3.73007
O 1.75142 1.65823 -1.42126
I 2.20968 -2.87274 -0.00671
Mn 1.02513 -1.03233 -0.88581
P -0.83015 2.09023 -1.98602
C -0.88730 2.78198 -0.34246
C -0.95809 3.44589 -3.16121
H -1.72907 -0.04760 -2.60274
H -2.80430 1.31786 -3.06321
H -2.71767 0.77683 -1.36078
C -2.13945 0.92113 -2.28229
H -0.97084 3.07348 -4.19483
H -1.89617 3.98366 -2.96351
H -1.05556 3.86414 -0.43069
H 0.06515 2.60916 0.17513
H -0.11540 4.14000 -3.03008
H -1.71697 2.34339 0.22503
C 1.73354 0.12045 0.37806
O 2.05992 0.83838 1.24294
Cl 0.07643 -1.77188 -2.77421
N -0.81810 -0.21813 1.33760
C -1.97995 -0.57219 1.91553
C -2.55182 -1.53725 1.09830
C -1.67535 -1.72414 0.03170
N -0.60081 -0.89335 0.17933
H -0.18418 0.48117 1.71926
H -2.30674 -0.13113 2.84186
H -3.48380 -2.05428 1.23858
H -1.72247 -2.38712 -0.81663
*
```

2.
Entry from OMol25: a structure of composition C17H15Cl5FN2O2ReSSbSe4 (the ωB97M-V functional and the def2-TZVPD basis).

E_LUMO (alpha / beta), eV: 3.6 / 3.6
Gap between HOMO and LUMO (alpha / beta), hartree: 0.199 / 0.202
<S²>: 0.757

```
! RIJCOSX wB97M-V def2-TZVPD def2/J DEFGRID3
* xyz -2 2
Re 0.21109 -1.26596 0.49865
Se -3.41490 -1.19465 -3.71078
Sb -1.59798 -2.22479 -2.47708
Se 0.21483 -0.53040 -1.82664
Se -1.96507 -2.34086 0.05229
Se -0.68088 -4.26591 -3.35164
Cl 5.07103 -0.13532 5.82805
C 3.75552 -0.69646 4.85218
C 3.67028 -0.36036 3.50544
Cl 4.89393 0.63953 2.80037
C 2.61480 -0.81173 2.72541
Cl 2.54523 -0.38104 1.05437
C 1.56432 -1.62218 3.23466
O 0.55940 -2.03260 2.55535
C 1.69720 -1.94648 4.62069
Cl 0.44727 -2.92734 5.29300
C 2.75000 -1.50058 5.39583
Cl 2.83059 -1.93161 7.07119
C -2.32869 -0.32340 2.80529
C -1.37819 0.77545 2.33145
C -0.66577 1.40316 3.52778
C -2.15961 1.82977 1.55399
O -0.36022 0.32822 1.43910
H -2.97730 0.09190 3.58392
H -1.78712 -1.16805 3.21188
H -2.95389 -0.67242 1.98340
H -1.38095 1.93028 4.16557
H 0.08317 2.11960 3.18697
H -0.16734 0.63426 4.12538
H -3.04724 2.13191 2.11818
H -2.46814 1.41265 0.59373
H -1.54564 2.71325 1.35911
N 0.95060 2.95000 0.57403
C 0.22059 3.39618 -0.47927
N -0.66000 2.67914 -1.06900
C -1.19136 3.32209 -2.16869
C -2.11634 2.76086 -3.04833
C -2.57320 3.53022 -4.10683
C -2.11859 4.83670 -4.30349
C -1.17917 5.39778 -3.44992
C -0.71937 4.62772 -2.39122
S 0.48756 5.00934 -1.17957
H 0.62488 2.05683 0.95570
H 1.36102 3.61083 1.20909
H -2.43541 1.73201 -2.91331
H -3.28469 3.09941 -4.79965
H -2.48851 5.41398 -5.14216
H -0.81173 6.40355 -3.61164
F 1.25158 -2.84067 0.22543
*
```

3.
Entry from OMol25: a structure of composition C9H6N2O (the ωB97M-V functional and the def2-TZVPD basis).

E_LUMO (alpha / beta), eV: -0.8 / -0.8
Gap between HOMO and LUMO (alpha / beta), hartree: 0.254 / 0.254

```
! RIJCOSX wB97M-V def2-TZVPD def2/J DEFGRID3
* xyz 0 1
C 0.68000 -1.48357 0.65756
C 0.84248 -0.82526 -1.23187
C 1.14316 0.88576 3.35272
C 1.02082 -0.42503 2.90694
C -1.78665 -0.14974 -3.38130
C -0.48749 -0.30427 -3.22965
C 1.19580 1.63427 2.12232
C -1.56647 -0.57586 -1.24588
C 0.84138 -0.40929 1.54969
N -2.45186 -0.33121 -2.12496
N -0.28192 -0.53021 -1.79457
O 0.92991 0.90198 1.09218
H 1.24187 1.14357 4.28453
H 1.16109 -1.17803 3.56311
H -2.32549 0.01401 -4.27317
H 0.10618 -0.25291 -4.13378
H 1.46523 2.64305 2.07520
H -1.72805 -0.75725 -0.18907
*
```

4.
Entry from OMol25: a cluster of 2 separate species, CCl2FNO in total (the ωB97M-V functional and the def2-TZVPD basis).

E_LUMO (alpha / beta), eV: -1.3 / -1.3
Gap between HOMO and LUMO (alpha / beta), hartree: 0.230 / 0.231

```
! RIJCOSX wB97M-V def2-TZVPD def2/J DEFGRID3
* xyz 0 1
C 0.76974 0.07034 -0.14064
N -1.66531 -0.35409 0.93009
O -2.36636 -0.16123 0.04632
F 0.40974 -0.09931 -1.46790
Cl 1.74681 -1.15325 0.45325
Cl 1.10539 1.69753 0.17887
*
```

Calculated maximum force (eV/Å), listed in the same order as above: 8.62, 0.75, 7.38, 3.43
Calculated energy above the lowest of the compared OMol25 structures with the same formula, charge and spin (eV), listed in the same order as above: 0.0000, 0.8379, 8.1744, 1.8033